# 1
A structure of composition C19H22N4O4Ru at a distorted geometry. Source: OMol25; level of theory: ωB97M-V/def2-TZVPD.

XYZ file:
```
50
C19H22N4O4Ru (ωB97M-V/def2-TZVPD)
Ru -0.31 1.00 -0.38
O 0.46 -4.71 -0.48
C 0.29 -4.52 0.83
C 0.23 -5.66 1.64
C 0.13 -5.55 3.00
C 0.07 -4.30 3.61
C 0.07 -3.17 2.83
C 0.17 -3.25 1.43
C 0.08 -2.01 0.66
O -0.32 -0.94 1.17
N 0.35 -2.09 -0.67
N 0.21 -0.95 -1.29
C 0.20 -0.89 -2.59
C -0.40 0.26 -3.17
C -0.43 0.49 -4.56
C -1.12 1.56 -5.06
C -1.84 2.38 -4.17
C -1.75 2.12 -2.83
N -1.04 1.11 -2.31
H 0.50 -3.84 -0.93
H 0.26 -6.62 1.15
H 0.10 -6.45 3.61
H 0.01 -4.22 4.69
H 0.01 -2.19 3.27
H 0.60 -1.70 -3.18
H 0.10 -0.20 -5.20
H -1.15 1.77 -6.12
H -2.45 3.19 -4.54
H -2.31 2.72 -2.12
N 3.16 3.14 -1.87
C 2.17 2.59 -1.17
O 1.82 1.41 -1.37
C 1.46 3.41 -0.15
C -0.03 3.12 -0.26
H 3.65 2.60 -2.56
H 3.46 4.09 -1.71
H 1.66 4.48 -0.26
H 1.84 3.10 0.83
H -0.40 3.55 -1.19
H -0.57 3.54 0.58
C -1.92 1.26 2.32
C -0.45 1.22 2.64
C -0.08 1.03 4.08
O 0.40 1.35 1.78
H -2.36 2.17 2.72
H -2.44 0.41 2.75
H -2.07 1.24 1.23
H -0.44 1.87 4.67
H 1.00 0.94 4.18
H -0.56 0.12 4.46
```

Computed properties:
Net charge: +1
Strongest force on any atom in eV/Å: 2.94
E_tot in Eh: -1351.828389
2S+1: 2
Gap between HOMO and LUMO (alpha / beta) in eV: 5.7233 / 6.0397

# 2
A cluster of 2 separate species, C5H4ClFN2O2 in total at a distorted geometry. Source: OMol25; level of theory: ωB97M-V/def2-TZVPD.

XYZ file:
```
15
C5H4ClFN2O2 (ωB97M-V/def2-TZVPD)
C 1.21 -0.91 1.15
C -0.67 -1.49 0.19
C -2.31 2.62 -0.71
C 2.02 -0.54 -0.11
C 0.69 0.28 0.34
N 0.23 -1.92 1.00
N -0.53 -0.22 -0.26
O -3.34 2.28 -1.09
O -1.32 2.99 -0.27
F 1.84 -1.32 -1.20
Cl -2.02 -2.29 -0.38
H 1.53 -0.95 2.17
H 3.05 -0.11 -0.26
H 0.67 1.34 0.48
H -1.04 0.24 -1.05
```

Computed properties:
Strongest force on any atom in eV/Å: 2.27
E_tot in Eh: -1012.945072
SMILES string: F[C@@H]1[C@@H]2N=C(Cl)N[C@H]12.O=C=O
2S+1: 1
Gap between HOMO and LUMO in eV: 8.9350

# 3
A structure of composition C15H20BF4OTm at a distorted geometry. Source: OMol25; level of theory: ωB97M-V/def2-TZVPD.

XYZ file:
```
42
C15H20BF4OTm (ωB97M-V/def2-TZVPD)
Tm 0.01 0.05 0.20
C -1.55 -1.25 1.72
C -2.42 -0.55 0.84
C -2.24 -1.08 -0.46
H -3.15 0.21 1.13
C -1.23 -2.09 -0.41
C -0.80 -2.20 0.95
H -0.10 -2.93 1.36
H -1.53 -1.15 2.80
H -2.87 -0.87 -1.32
H -0.92 -2.74 -1.22
C 2.42 0.76 0.58
C 2.33 -0.63 0.90
C 2.08 -1.35 -0.30
H 2.53 -1.07 1.88
C 1.99 -0.41 -1.37
C 2.20 0.90 -0.83
H 2.28 1.83 -1.40
H 2.66 1.56 1.28
H 2.06 -2.43 -0.42
H 1.96 -0.66 -2.43
O -0.66 1.02 -1.74
C -0.74 0.85 -3.24
C -1.97 1.78 -3.37
C -0.98 -0.59 -3.64
C 0.48 1.46 -3.91
C -1.77 2.05 -1.89
H -2.90 1.24 -3.61
H -1.80 2.64 -4.02
H -1.35 3.03 -1.66
H -2.62 1.78 -1.25
H -1.09 -0.65 -4.73
H -1.89 -0.98 -3.18
H -0.13 -1.22 -3.36
H 0.23 1.75 -4.94
H 1.30 0.73 -3.97
H 0.83 2.34 -3.37
F 0.13 0.75 2.21
B 0.72 0.09 3.82
F 1.97 0.63 3.87
F -0.23 0.55 4.66
F 0.67 -1.26 3.52
```

Computed properties:
Net charge: -2
Strongest force on any atom in eV/Å: 3.87
E_tot in Eh: -2168.454897
2S+1: 3
Gap between HOMO and LUMO (alpha / beta) in eV: 2.1997 / 3.8790